Record 1
104
Properties=species:S:1:pos:R:3:mulliken_charge:R:1 method="wB97M-V/def2-TZVPD" total_charge=-1 de_lowest_kcal_mol=127.6
O -4.00 -21.26 21.90 -0.63
N -9.58 -19.92 23.91 0.54
H -9.46 -19.63 26.52 0.33
O -6.09 -17.00 20.79 -0.62
H -3.38 -14.47 25.75 0.30
H -4.68 -22.13 29.10 0.29
H -12.49 -19.28 23.38 0.23
H -15.55 -21.16 20.02 0.31
O -8.96 -25.56 19.23 -0.64
H -9.29 -21.75 29.70 0.30
C -11.41 -19.45 26.15 -0.62
H -11.65 -16.41 18.28 0.30
O -11.90 -16.42 19.20 -0.57
C -10.08 -18.85 26.07 -1.47
O -12.43 -14.66 28.40 -0.64
O -5.43 -21.62 28.80 -0.63
O -15.71 -17.88 26.00 -0.64
H -10.79 -21.46 26.01 0.47
H -15.36 -18.76 25.92 0.30
H -9.35 -26.24 19.78 0.31
H -4.03 -14.74 24.41 0.33
H -8.95 -18.29 31.52 0.31
H -10.59 -17.65 22.82 0.24
O -11.85 -24.11 29.40 -0.61
H -10.96 -27.52 23.44 0.33
H -6.69 -17.62 21.21 0.32
H -2.79 -17.83 27.99 0.31
O -11.91 -27.52 23.29 -0.64
H -4.49 -15.01 21.59 0.34
H -7.96 -21.13 30.06 0.32
H -4.66 -20.72 22.34 0.32
O -6.46 -22.47 25.36 -0.67
H -9.15 -25.92 26.80 0.30
H -16.58 -22.46 22.86 0.35
H -7.42 -18.96 25.16 0.14
C -11.39 -20.79 25.40 -1.41
H -13.53 -18.19 18.85 0.31
H -10.46 -18.35 31.45 0.31
H -12.53 -20.82 22.41 0.50
H -7.23 -14.07 28.46 0.32
O -16.92 -22.50 23.75 -0.65
O -15.12 -15.87 22.79 -0.61
H -4.27 -17.60 27.74 0.32
H -9.70 -22.45 23.98 0.34
O -6.75 -23.36 21.20 -0.60
C -10.27 -17.45 23.84 -1.73
O -4.22 -14.42 25.29 -0.62
C -9.51 -18.61 24.65 1.99
H -7.95 -25.09 26.38 0.32
H -11.59 -19.71 21.92 0.30
O -9.64 -19.62 18.86 -0.66
O -3.58 -18.26 27.67 -0.62
H -3.32 -21.40 22.56 0.31
C -10.87 -20.68 23.89 2.04
H -12.56 -15.46 27.90 0.32
H -12.27 -27.01 24.01 0.30
H -6.33 -15.15 27.92 0.30
H -5.93 -22.87 21.19 0.28
O -9.74 -17.79 31.74 -0.63
H -10.19 -18.01 26.75 0.38
H -15.11 -22.61 20.09 0.32
H -14.82 -16.11 21.91 0.31
O -8.20 -25.96 26.67 -0.63
H -7.61 -26.60 23.97 0.31
H -14.57 -15.13 23.03 0.31
H -3.03 -14.83 21.25 0.31
C -11.91 -20.07 22.90 -1.82
H -5.95 -17.35 19.91 0.30
H -12.42 -24.53 19.20 0.31
O -8.72 -19.94 22.76 -0.79
H -13.80 -19.23 17.78 0.30
H -12.43 -21.11 25.51 0.34
H -12.14 -18.71 25.81 0.25
H -11.40 -22.88 23.97 0.34
H -6.24 -22.27 26.27 0.31
C -10.67 -22.17 23.57 -1.97
O -7.89 -26.55 23.06 -0.61
H -11.48 -24.95 29.67 0.30
H -11.60 -19.62 27.21 0.42
O -14.15 -18.88 18.60 -0.59
H -7.57 -17.61 24.10 0.21
O -6.70 -14.81 28.74 -0.63
H -15.80 -17.57 25.10 0.32
H -10.46 -22.30 22.51 0.35
C -8.11 -18.17 24.87 -1.76
O -3.73 -14.47 21.79 -0.66
O -12.85 -23.69 19.36 -0.63
H -9.32 -19.83 19.73 0.34
H -12.21 -23.19 19.87 0.34
H -9.65 -16.55 23.86 0.46
O -15.88 -22.05 20.15 -0.65
H -8.15 -17.50 25.73 0.50
H -9.94 -18.71 18.92 0.30
H -12.66 -24.34 28.95 0.31
O -8.78 -21.44 30.44 -0.64
H -7.51 -25.74 22.72 0.30
H -7.35 -22.82 21.71 0.33
H -12.36 -14.95 29.31 0.32
H -17.44 -21.70 23.84 0.30
H -8.24 -25.20 19.76 0.32
H -11.60 -15.58 19.54 0.27
H -11.19 -17.19 24.37 0.29
H -6.92 -21.69 25.05 0.36
H -5.07 -20.77 28.55 0.33



Record 2
Below is a single C9H6BrFO2 molecule in a non-equilibrium geometry, with properties calculated with the ωB97M-V functional and the def2-TZVPD basis.

The geometry in XYZ format:
```
19
Properties=species:S:1:pos:R:3:mulliken_charge:R:1
C -1.53 -1.36 0.08 -0.72
C 2.06 -1.08 -0.32 0.25
Br 4.61 0.19 0.29 -0.18
C 2.96 -0.72 0.73 -0.45
C -1.49 1.37 -0.27 -0.90
H 1.97 1.17 -0.17 0.54
O 0.77 -1.55 0.12 -0.44
C -0.23 0.71 -0.22 0.69
H -3.54 1.23 -0.16 0.50
H 2.97 -1.36 1.66 0.34
C -2.65 0.74 -0.13 -0.64
C -2.67 -0.64 0.12 -0.25
C 0.96 1.39 -0.21 0.27
O 2.10 -0.85 -1.52 -0.55
H -1.57 2.39 -0.42 0.46
H -1.66 -2.36 0.27 0.48
C -0.25 -0.76 -0.09 0.53
H -3.67 -1.23 0.19 0.27
F 0.86 2.71 0.06 -0.22
```



Record 3
22
Properties=species:S:1:pos:R:3:mulliken_charge:R:1 method="wB97M-V/def2-TZVPD" total_charge=+2 de_lowest_kcal_mol=6.0
C -0.15 3.30 -4.15 0.05
N -0.29 -0.45 -0.43 -0.69
C 0.31 0.42 0.43 0.19
H -1.38 -2.83 1.66 0.40
O 2.79 -1.39 -4.30 0.06
C 0.93 1.24 2.70 0.45
H 1.28 1.64 4.67 0.25
C -0.87 -1.61 -0.03 0.09
C -0.91 -1.89 1.35 -0.93
N 0.88 0.97 4.04 -0.30
O -0.16 4.37 -4.56 -0.02
H 0.77 1.31 -0.02 0.39
O -3.04 -1.35 -4.29 0.08
H -1.27 -2.23 -0.84 0.32
Ca -0.09 -0.09 -2.72 1.96
H 0.43 0.15 4.44 0.14
C 1.87 -0.89 -3.81 -0.11
O 1.45 2.24 2.26 -0.58
C -0.34 -1.00 2.26 -0.16
C 0.29 0.19 1.82 0.20
H -0.35 -1.21 3.32 0.35
C -2.12 -0.90 -3.79 -0.14



Record 4
17
Properties=species:S:1:pos:R:3:mulliken_charge:R:1 method="wB97M-V/def2-TZVPD" de_lowest_kcal_mol=31.1
H 0.91 -2.87 1.19 0.37
H 1.69 2.02 -1.29 0.35
C 2.84 -1.74 0.52 -0.24
C -0.46 -0.15 0.06 0.19
H -2.29 -1.03 0.68 0.40
C -1.18 1.88 -0.63 -0.44
H 3.63 -2.33 0.66 0.60
H -3.22 1.53 -0.30 0.53
C 0.78 -0.88 0.30 0.74
C 1.43 -1.98 0.78 -0.85
N 3.09 -0.63 -0.14 -0.68
C 1.85 -0.02 -0.21 0.15
C -1.81 -0.14 0.23 -0.60
N -0.04 1.05 -0.45 0.18
C -2.29 1.14 -0.26 -0.69
C 1.33 1.12 -0.71 -0.35
H -1.17 2.94 -1.01 0.33



Record 5
33
Properties=species:S:1:pos:R:3:mulliken_charge:R:1 method="wB97M-V/def2-TZVPD" total_charge=-1 de_lowest_kcal_mol=18.2
N -2.11 1.81 0.54 0.00
H -1.20 0.94 -4.35 0.41
C 2.13 -2.27 0.50 -0.44
C -2.97 2.43 1.29 0.79
C -1.13 0.95 -2.13 -0.33
H 3.37 -3.77 -0.57 0.38
N -5.48 1.93 0.94 -0.50
N -0.33 0.24 -1.27 -0.08
H 2.43 -2.63 -2.63 0.16
O 0.16 -1.54 2.35 -0.54
S 2.11 1.23 1.95 -0.14
C 0.49 -0.49 -2.01 0.19
H -1.89 1.61 -1.77 0.41
N 2.19 -2.37 -1.69 -0.02
S 3.95 -0.06 1.99 -0.18
S 1.90 1.77 0.03 -0.24
C 2.67 -2.96 -0.54 -0.63
H 0.74 -0.70 -4.08 0.16
O -1.78 -1.09 1.10 -0.57
C -0.80 0.62 -3.41 -0.84
S -1.26 -1.09 2.50 0.91
N 1.35 -1.26 0.01 0.31
C -4.36 2.13 1.09 -0.11
N -2.30 4.21 3.04 -0.49
S 4.64 -0.17 0.12 -0.46
N 0.23 -0.30 -3.32 -0.07
C 1.40 -1.34 -1.31 0.28
W 0.11 0.31 0.87 1.64
O -0.85 2.15 0.73 -0.55
C -2.60 3.41 2.27 0.19
H 2.26 -2.39 1.56 0.57
O -1.00 0.42 2.71 -0.55
O -2.05 -1.73 3.50 -0.64



Record 6
16
Properties=species:S:1:pos:R:3:mulliken_charge:R:1 method="wB97M-V/def2-TZVPD" de_lowest_kcal_mol=24.1
H -1.23 -1.13 -2.14 0.37
H 1.09 -2.33 1.27 0.39
C 0.48 1.88 1.20 -0.17
H 1.32 2.46 0.82 0.23
H -0.11 -2.86 -0.85 0.35
C 0.62 -0.22 1.05 0.48
C -0.69 0.50 -0.88 -0.83
O 2.16 0.69 4.45 -0.31
C 1.98 0.72 3.31 0.14
H -0.28 2.56 1.59 0.25
C 0.86 0.72 2.11 -0.08
C 0.61 -1.55 0.69 -0.75
C -0.70 -0.85 -1.24 -0.31
H -1.19 1.25 -1.47 0.40
C -0.07 -1.84 -0.50 -0.38
C 0.02 0.79 0.26 0.20



Record 7
17
Properties=species:S:1:pos:R:3:mulliken_charge:R:1 method="wB97M-V/def2-TZVPD" de_lowest_kcal_mol=109.2
C -1.87 1.15 0.34 -0.38
H -3.30 -0.34 0.45 0.45
C 0.99 -1.84 -0.15 -1.10
C 1.82 0.42 0.05 0.59
C -1.45 -1.18 -0.16 -0.57
C -0.10 -0.89 -0.14 0.60
H -1.61 -2.19 -0.38 0.45
O 2.24 1.52 -0.62 -0.51
H -0.27 2.50 0.35 0.57
H 2.80 1.25 -1.32 0.31
C 2.18 -0.99 -0.10 0.05
H 0.86 -2.85 -0.19 0.53
C -2.32 -0.14 0.19 -0.64
C -0.51 1.51 0.29 -0.66
H -2.57 1.96 0.35 0.37
C 0.37 0.42 0.16 0.30
O 2.75 -0.32 0.89 -0.38



Record 8
107
Properties=species:S:1:pos:R:3:mulliken_charge:R:1 method="wB97M-V/def2-TZVPD" total_charge=-1 de_lowest_kcal_mol=92.1
H -27.59 7.14 -26.54 0.29
H -26.80 7.99 -18.06 0.17
H -28.64 11.21 -21.46 0.28
C -27.61 11.35 -21.79 -0.92
H -30.42 10.11 -18.39 0.26
H -24.92 11.79 -20.49 0.13
O -29.01 13.22 -19.05 -0.66
O -29.62 10.63 -18.49 -0.81
O -23.98 12.30 -16.38 -0.60
H -25.09 4.52 -19.50 0.39
H -23.57 5.40 -21.01 0.19
H -23.06 12.09 -16.52 0.34
H -25.50 8.55 -15.44 0.39
C -26.70 10.02 -21.71 1.55
H -29.12 8.22 -17.68 0.30
H -28.43 12.24 -16.11 0.33
H -24.09 8.74 -24.41 0.29
H -27.38 5.67 -24.44 0.35
H -26.95 15.50 -19.55 0.32
H -31.04 8.05 -21.39 0.26
H -24.68 9.48 -22.48 -0.25
H -29.76 8.82 -21.64 0.36
H -23.98 10.43 -18.89 -0.01
H -25.25 8.61 -17.58 0.29
O -21.69 11.21 -17.57 -0.61
H -21.02 9.45 -20.59 0.29
H -29.13 10.18 -19.18 0.23
H -27.41 6.91 -20.92 0.24
O -27.21 6.04 -21.26 -0.88
O -27.60 4.98 -23.80 -0.69
H -31.31 11.61 -22.11 0.28
O -25.60 14.68 -22.02 -0.51
H -27.44 9.32 -14.04 0.26
H -26.28 5.92 -21.06 0.52
H -27.32 10.18 -17.81 0.19
H -21.11 11.24 -22.28 0.38
H -23.47 11.16 -21.21 0.25
H -20.56 11.26 -23.69 0.28
H -25.08 11.13 -22.84 0.54
H -26.55 8.13 -22.72 0.44
O -26.42 14.74 -19.29 -0.79
C -24.45 10.87 -20.84 -0.53
O -24.31 5.71 -20.49 -0.60
H -26.63 9.71 -26.42 0.28
O -27.96 7.12 -25.66 -0.69
O -29.01 11.49 -15.96 -0.73
H -29.68 13.57 -22.19 0.35
H -27.80 10.32 -15.12 0.32
H -23.79 10.94 -25.29 0.45
H -27.54 11.79 -22.78 0.25
H -29.05 12.29 -18.82 0.43
O -29.71 7.56 -17.31 -0.76
H -26.80 11.50 -19.00 -0.63
C -25.83 8.28 -18.45 -0.96
O -26.28 9.06 -27.04 -0.67
C -24.52 9.91 -19.68 -0.78
H -27.31 5.33 -22.96 0.41
O -28.20 8.75 -20.16 -0.72
H -24.47 3.50 -18.57 0.28
O -23.42 6.32 -16.35 -0.69
H -29.92 13.51 -19.06 0.23
O -29.29 14.29 -21.69 -0.71
H -25.81 11.03 -17.72 -1.06
O -24.25 9.12 -25.27 -0.70
H -21.60 10.26 -17.48 0.29
H -27.05 14.02 -19.23 0.39
N -26.83 9.21 -20.47 1.50
H -25.55 15.62 -22.22 0.23
H -24.43 11.46 -16.47 0.26
H -27.94 8.03 -25.36 0.36
H -23.83 6.98 -15.78 0.46
O -28.73 10.33 -25.62 -0.51
H -22.36 13.42 -22.64 0.32
H -28.92 11.18 -26.01 0.25
H -25.44 7.39 -18.94 -0.79
C -25.95 9.53 -19.31 2.55
O -27.42 9.45 -14.99 -0.54
H -29.28 11.23 -16.84 0.39
H -24.12 6.07 -16.96 0.31
H -28.91 13.87 -20.91 0.41
H -23.60 14.20 -23.01 0.35
H -23.95 9.00 -19.89 -0.07
O -30.59 8.57 -22.05 -0.73
C -25.20 10.35 -22.08 -0.77
H -29.50 10.13 -25.10 0.27
H -25.06 8.70 -25.57 0.41
H -26.05 14.65 -21.17 0.34
O -24.69 8.25 -15.03 -0.73
H -20.19 10.66 -20.22 0.25
H -24.98 7.62 -14.36 0.31
C -27.09 9.08 -22.80 -1.75
H -27.13 12.01 -21.07 -0.01
H -24.11 6.63 -20.31 0.23
H -29.62 6.81 -17.90 0.35
O -21.20 11.69 -23.12 -0.69
O -20.93 10.39 -20.76 -0.61
O -25.31 3.88 -18.82 -0.64
H -28.12 8.75 -22.91 0.02
H -20.94 11.48 -18.09 0.24
H -30.96 11.60 -23.58 0.28
H -25.68 9.56 -27.60 0.27
C -26.54 10.62 -18.42 0.86
H -26.79 9.43 -23.79 0.09
H -22.61 11.49 -24.50 0.32
O -30.80 12.08 -22.76 -0.63
O -22.74 14.30 -22.60 -0.66
O -23.18 11.68 -25.24 -0.64



Record 9
109
Properties=species:S:1:pos:R:3:mulliken_charge:R:1 method="wB97M-V/def2-TZVPD" multiplicity=2 s2=0.75 total_charge=-1 de_lowest_kcal_mol=0.0
H -2.55 -3.18 -12.63 0.32
H -4.16 -0.93 -7.38 0.61
O -5.06 -3.69 -7.89 -0.67
H 0.03 4.35 -9.57 0.37
H -1.32 0.39 -5.77 0.27
H -3.93 3.67 -7.97 0.21
H -6.50 5.30 -5.76 0.28
O -3.61 -3.92 -10.61 -0.61
H -3.74 6.01 -7.23 0.22
H -7.28 -1.97 -5.95 0.30
H -8.70 0.29 -10.64 0.32
H -5.48 -0.44 -4.95 0.32
H -4.98 -2.00 -11.89 0.22
H -3.89 -4.62 -10.01 0.28
H -2.85 4.21 -5.72 0.39
H -4.22 -0.40 -4.12 0.25
H -4.27 -1.24 -13.00 0.56
H -7.34 4.11 -13.09 0.31
H 1.73 3.45 -7.15 0.14
H -4.85 0.59 -10.87 0.18
C -2.50 -0.31 -8.51 -0.52
H -4.26 0.89 -14.24 0.17
H -4.20 1.51 -7.30 0.22
H -3.19 -0.56 -11.14 -0.01
H -5.05 1.99 -4.92 0.39
H -0.69 3.96 -12.74 0.25
H -1.93 -2.53 -13.84 0.29
O -5.03 2.81 -4.43 -0.69
H -0.41 4.70 -8.02 0.82
H -2.71 6.90 -11.46 0.40
O -3.18 5.78 -6.48 -0.58
O -8.00 -0.34 -10.80 -0.67
H -6.57 -3.00 -10.99 0.17
H -1.86 0.37 -11.73 0.10
N -2.77 1.86 -9.71 0.70
C -2.05 0.58 -9.65 1.94
H -7.15 6.40 -8.83 0.29
H 0.61 3.12 -6.18 0.12
O -4.55 -2.12 -12.74 -0.70
H -4.08 1.15 -12.76 0.18
H -2.21 -1.35 -8.59 0.60
H -7.63 -0.67 -8.94 0.49
H -6.96 -1.39 -13.35 0.33
H -7.69 -0.14 -11.68 0.28
O -4.41 0.50 -13.38 -0.52
H -8.20 1.99 -5.96 0.29
O -3.45 6.39 -11.13 -0.85
H -1.48 -1.18 -10.92 0.56
H -2.32 6.13 -6.71 0.25
O -7.52 5.52 -8.83 -0.63
H -5.55 3.51 -8.63 0.06
H -0.38 4.96 -13.84 0.22
H -0.12 -0.08 -9.05 0.38
H -0.56 1.46 -6.53 0.24
H -3.62 4.34 -13.76 0.24
O -2.25 2.76 -10.78 0.62
H -3.33 3.38 -4.55 0.43
H -5.95 -2.55 -6.37 0.30
C -5.03 1.65 -10.68 -0.77
H -6.11 1.75 -10.59 0.38
C -3.98 -0.37 -8.30 0.97
H -5.46 -3.42 -8.72 0.32
H -7.03 5.05 -8.15 0.23
O -1.73 -3.12 -13.12 -0.63
C -4.49 3.42 -8.88 -1.60
H -2.08 0.04 -7.57 -1.56
H -4.36 -3.32 -10.63 0.32
H -4.36 -0.94 -9.15 -1.10
O -6.03 -2.40 -10.48 -0.54
H -4.08 6.75 -9.47 0.41
C -4.55 1.09 -8.24 -0.32
C -0.53 0.87 -9.40 -1.12
H -7.40 2.81 -6.94 0.40
H -1.02 5.57 -9.26 0.68
H -4.83 2.24 -11.57 -0.42
O -0.50 0.89 -5.76 -0.69
H -0.61 2.55 -11.71 0.21
H 0.04 1.25 -10.25 0.14
H -3.35 5.52 -11.52 0.21
O -6.41 -2.18 -5.62 -0.69
O -6.97 -0.44 -13.45 -0.78
H -4.20 -4.04 -8.15 0.32
H 0.78 3.02 -11.34 0.42
O -4.46 6.90 -8.60 -0.50
O -6.94 4.61 -6.26 -0.62
O -8.00 2.07 -6.89 -0.64
H -0.33 1.68 -8.70 0.01
O -4.89 0.16 -4.50 -0.60
H -5.61 0.88 -8.09 -0.58
O -2.53 3.68 -4.99 -0.73
H -4.26 4.18 -9.63 0.01
H -6.06 -0.18 -13.32 0.46
O -6.82 4.14 -13.89 -0.66
H -6.99 3.87 -5.65 0.17
H -7.86 0.49 -8.00 0.26
C -4.17 2.02 -9.42 2.71
H -6.59 -1.63 -10.35 0.07
O -1.10 4.48 -13.43 -0.59
C -2.15 -0.32 -10.93 -1.42
H -1.47 3.98 -9.12 -0.31
O 0.79 3.59 -6.99 -0.02
H -3.34 3.61 -12.47 0.09
N -0.73 4.65 -8.97 -2.11
O -7.96 -0.46 -8.07 -0.62
H -5.92 3.96 -13.61 0.36
O 0.28 2.63 -12.06 -0.88
H -5.35 2.59 -3.56 0.26
H -4.49 7.85 -8.51 0.20
O -4.05 4.00 -12.98 -0.54



Record 10
24
Properties=species:S:1:pos:R:3:mulliken_charge:R:1 method="wB97M-V/def2-TZVPD" total_charge=+4 de_lowest_kcal_mol=17.0
C 0.65 -1.02 2.65 -0.76
H -2.08 -1.64 4.57 0.40
C 0.97 -0.45 1.42 0.03
Cl -0.50 2.78 -3.22 -0.17
O 2.46 3.73 -0.25 0.10
C 0.67 -0.79 -5.43 0.52
H -0.68 -2.70 4.45 0.39
N 0.00 0.07 0.59 -0.37
C -0.68 -1.09 3.06 0.97
H -0.51 -1.10 5.17 0.40
H -2.72 -0.61 2.49 0.44
C 0.76 1.89 -5.87 0.53
O 1.13 2.57 -6.74 0.05
C -1.32 -0.01 0.99 -0.14
Al 0.14 0.78 -4.33 0.63
H -2.06 0.41 0.31 0.44
C -1.01 -1.66 4.38 -1.39
C 1.87 2.83 -0.68 0.15
Cl -0.66 -0.80 -2.73 -0.18
H 2.01 -0.36 1.07 0.48
O 0.99 -1.74 -6.05 0.05
H 1.45 -1.40 3.27 0.48
C -1.67 -0.58 2.21 -0.68
La 0.80 0.90 -1.33 1.64



Record 11
27
Properties=species:S:1:pos:R:3:mulliken_charge:R:1 method="wB97M-V/def2-TZVPD" multiplicity=2 s2=0.78 total_charge=+2 de_lowest_kcal_mol=12.9
S 1.75 -2.60 1.64 -0.26
H 1.21 2.87 -1.99 0.51
C -2.00 1.85 -0.22 -0.83
F 1.72 1.31 1.63 -0.16
C -0.64 3.52 -1.27 -0.36
B 2.56 0.42 1.18 0.62
C 0.31 2.55 -1.52 -0.59
H -0.65 -3.65 0.40 0.60
F 3.62 0.22 1.90 -0.13
H -0.42 4.53 -1.60 0.44
N -0.36 -1.57 -0.07 -0.06
O 1.17 0.31 -1.27 -0.64
S 3.75 -1.36 -1.01 0.01
W 1.73 -1.11 -0.23 0.47
Sb 4.07 -3.03 1.31 0.65
C -0.99 0.88 -0.42 0.58
H -2.47 3.98 -0.26 0.47
C -1.09 -2.70 0.37 -0.26
H -2.84 1.55 0.35 0.53
H -3.28 -2.93 0.94 0.42
S 3.87 -5.29 0.62 -0.37
C -1.23 -0.52 -0.08 0.65
N -2.42 -0.96 0.38 -0.06
H -3.30 -0.39 0.28 0.32
C -1.83 3.19 -0.58 -0.98
C -2.40 -2.32 0.61 -0.42
C 0.15 1.26 -1.11 0.85



| no. | DFT total energy (eV) |
| --- | --- |
| 1 | -65160.184 |
| 2 | -86281.130 |
| 3 | -39023.510 |
| 4 | -12407.855 |
| 5 | -86102.494 |
| 6 | -11473.999 |
| 7 | -13520.163 |
| 8 | -67243.830 |
| 9 | -66717.263 |
| 10 | -49533.799 |
| 11 | -61440.346 |